# 1
ORCA calculation (the ωB97M-V functional and the def2-TZVPD basis) on a 2-piece molecular cluster, C3H3FI2 overall in a non-equilibrium geometry.

The geometry in ORCA input format:
```
! wB97M-V def2-TZVPD RIJCOSX def2/J DEFGRID3
* xyz 0 1
F 0.879 1.437 -0.391
C 1.381 0.198 -0.165
I 3.465 0.372 0.135
C 0.809 -1.062 -0.742
C 0.473 -0.766 0.475
H 0.801 -1.770 -1.606
H -0.250 -0.811 1.272
I -3.105 1.416 0.086
H -4.453 0.986 0.937
*
```

Calculated values
energy above the lowest of the compared OMol25 structures with the same formula, charge and spin: 1.101 eV
HOMO level: -9.30 eV
orbital gap: 9.7 eV
SMILES string: FC1(I)C=C1.I
electronic energy: -22075.3332 eV



# 2
ORCA calculation (the ωB97M-V functional and the def2-TZVPD basis) on a 2-piece molecular cluster, C3H5FO2 overall in a non-equilibrium geometry.

The geometry in ORCA input format:
```
! wB97M-V def2-TZVPD RIJCOSX def2/J DEFGRID3
* xyz 0 1
C -0.066 0.789 0.462
C 0.855 -0.092 -0.412
C -0.265 -0.740 0.429
H -1.537 0.479 -0.970
H 0.199 1.336 1.320
H 0.713 0.082 -1.485
H 2.555 0.594 -0.110
H 0.021 -1.313 1.345
O -1.133 1.453 -0.142
O 2.134 -0.228 -0.050
F -1.456 -1.191 -0.160
*
```

Calculated values
energy above the lowest of the compared OMol25 structures with the same formula, charge and spin: 3.895 eV
HOMO level: -9.15 eV
orbital gap: 9.8 eV
electronic energy: -10000.5679 eV



# 3
ORCA calculation (the ωB97M-V functional and the def2-TZVPD basis) on C40H36Cl5FN2O4TeV as an isolated structure.

The geometry in ORCA input format:
```
! wB97M-V def2-TZVPD RIJCOSX def2/J DEFGRID3
* xyz -1 3
V -0.400 -0.094 0.285
C -1.815 -5.552 4.988
C -1.963 -4.204 5.684
C -1.146 -4.184 6.968
C -1.246 -2.831 7.649
C -0.778 -1.760 6.706
C -0.184 -0.606 7.159
C 0.222 0.376 6.261
F 0.792 1.488 6.766
C 0.057 0.240 4.915
C -0.541 -0.933 4.432
C -0.737 -1.071 2.991
O -0.262 -0.179 2.251
C -1.474 -2.207 2.559
C -1.808 -3.146 3.489
N -1.542 -3.086 4.806
C -0.951 -1.936 5.319
C -1.978 -2.487 1.137
O -2.547 -3.561 0.969
O -1.823 -1.566 0.276
H -1.931 -6.343 5.729
H -0.825 -5.643 4.538
H -2.561 -5.717 4.213
H -3.015 -4.038 5.938
H -0.102 -4.409 6.728
H -1.513 -4.979 7.618
H -0.658 -2.804 8.567
H -2.287 -2.643 7.933
H -0.030 -0.443 8.219
H 0.364 1.004 4.215
H -2.333 -4.015 3.118
Cl -1.270 0.197 -2.361
C -2.211 1.349 -1.430
C -1.919 1.426 -0.079
C -2.656 2.352 0.634
Cl -2.359 2.490 2.352
C -3.619 3.175 0.054
Cl -4.503 4.324 0.990
C -3.867 3.063 -1.314
Cl -5.049 4.068 -2.069
C -3.155 2.135 -2.075
Cl -3.443 1.995 -3.768
C 3.275 -0.747 -0.766
C 1.822 -0.505 -0.419
O 1.067 -1.550 -0.209
N 1.292 0.674 -0.310
Te 2.885 2.841 0.401
C 4.416 4.346 0.689
C 4.449 5.540 -0.046
C 3.396 5.882 -1.064
C 5.480 6.457 0.168
C 6.475 6.236 1.105
C 7.585 7.230 1.319
C 6.415 5.065 1.851
C 5.408 4.125 1.660
C 5.420 2.886 2.520
C 3.184 2.759 -1.701
C 4.456 2.513 -2.224
C 5.666 2.260 -1.364
C 4.629 2.501 -3.611
C 3.576 2.715 -4.482
C 3.771 2.670 -5.974
C 2.317 2.951 -3.939
C 2.099 2.982 -2.568
C 0.710 3.273 -2.067
H 3.414 -1.768 -1.118
H 3.888 -0.592 0.126
H 3.605 -0.034 -1.523
H 2.398 5.694 -0.663
H 3.493 5.272 -1.964
H 3.466 6.932 -1.353
H 5.493 7.373 -0.415
H 7.460 8.102 0.677
H 8.560 6.788 1.100
H 7.611 7.577 2.355
H 7.176 4.875 2.603
H 6.280 2.896 3.192
H 5.458 1.979 1.915
H 4.517 2.810 3.129
H 5.405 1.668 -0.486
H 6.100 3.196 -1.003
H 6.428 1.725 -1.932
H 5.620 2.305 -4.010
H 4.830 2.639 -6.232
H 3.328 3.543 -6.457
H 3.295 1.785 -6.402
H 1.473 3.114 -4.603
H -0.001 3.289 -2.895
H 0.671 4.241 -1.560
H 0.397 2.512 -1.352
*
```

Calculated values
energy above the lowest of the compared OMol25 structures with the same formula, charge and spin: 0.043 eV
expectation value of S²: 2.025
HOMO level (alpha / beta): -4.68 / -4.74 eV
orbital gap (alpha / beta): 6.4 / 6.4 eV
electronic energy: -151550.5685 eV



# 4
ORCA calculation (the ωB97M-V functional and the def2-TZVPD basis) on C35H49AsN3O6S2Si2W as an isolated structure.

The geometry in ORCA input format:
```
! wB97M-V def2-TZVPD RIJCOSX def2/J DEFGRID3
* xyz -1 1
W 0.610 -0.309 0.809
C 2.730 -0.924 -2.993
Si 2.975 -1.940 -1.433
C 3.218 -3.686 -2.136
C 4.658 -1.628 -0.651
C 1.549 -1.779 -0.251
C 0.590 -2.824 -0.065
C 0.474 -4.157 -0.513
C -0.678 -4.861 -0.238
C -1.733 -4.274 0.461
C -1.552 -2.977 0.903
N -0.423 -2.322 0.696
Si 1.735 -1.845 3.639
C 3.568 -1.640 3.336
C 1.262 -3.633 3.358
C 1.276 -1.298 5.360
H 3.509 -1.176 -3.720
H 2.756 0.150 -2.818
H 1.762 -1.207 -3.412
H 4.137 -3.628 -2.729
H 2.414 -4.001 -2.806
H 3.372 -4.454 -1.376
H 5.406 -1.485 -1.436
H 4.941 -2.516 -0.077
H 4.699 -0.768 0.012
H 1.258 -4.617 -1.088
H -0.768 -5.883 -0.590
H -2.654 -4.801 0.662
H -2.326 -2.461 1.456
H 4.099 -2.541 3.657
H 3.983 -0.792 3.886
H 3.768 -1.484 2.274
H 1.606 -3.973 2.378
H 0.180 -3.772 3.401
H 1.720 -4.271 4.121
H 1.414 -0.216 5.426
H 1.889 -1.778 6.127
H 0.226 -1.520 5.567
O 2.118 1.752 3.546
As 0.874 1.945 2.268
O -0.443 2.600 3.002
O 0.875 -0.902 2.607
C 1.716 3.423 1.281
C 1.343 4.729 1.564
C 1.913 5.783 0.861
C 2.844 5.540 -0.142
C 3.210 4.238 -0.452
C 2.640 3.201 0.270
S 3.012 1.521 -0.124
O 3.981 1.511 -1.180
O 3.358 0.828 1.112
O 1.670 0.955 -0.544
H 2.837 1.238 3.154
H 0.595 4.896 2.331
H 1.626 6.802 1.091
H 3.280 6.366 -0.690
H 3.919 4.017 -1.238
C -4.015 1.004 3.090
C -3.330 -0.257 2.533
C -2.022 -0.430 3.288
C -3.368 -0.127 1.004
C -4.631 -0.381 0.472
C -4.983 0.008 -0.804
C -4.076 0.771 -1.516
C -2.785 1.015 -1.060
C -2.056 2.093 -1.855
C -2.675 3.449 -1.479
C -0.551 2.189 -1.734
C -2.362 0.398 0.148
N -1.027 0.292 0.507
H -4.133 0.921 4.172
H -4.996 1.170 2.641
H -3.385 1.874 2.888
H -3.971 -1.116 2.766
H -1.395 0.455 3.192
H -1.452 -1.304 2.986
H -2.259 -0.541 4.350
H -5.363 -0.857 1.115
H -5.966 -0.213 -1.203
H -4.372 1.225 -2.457
H -2.288 1.904 -2.910
H -2.468 3.669 -0.428
H -3.757 3.458 -1.620
H -2.236 4.245 -2.085
H -0.249 2.426 -0.715
H -0.186 2.991 -2.384
H -0.060 1.264 -2.022
S -1.226 -1.658 -2.806
C -1.521 -0.517 -3.972
N -2.813 -0.315 -4.405
C -3.200 0.613 -5.315
C -2.287 1.424 -5.899
C -0.928 1.272 -5.512
C -0.560 0.346 -4.590
H -3.505 -0.877 -3.928
H -4.260 0.651 -5.523
H -2.593 2.163 -6.623
H -0.175 1.916 -5.949
H 0.467 0.239 -4.274
*
```

Calculated values
energy above the lowest of the compared OMol25 structures with the same formula, charge and spin: 0.000 eV
HOMO level: -4.28 eV
orbital gap: 6.4 eV
electronic energy: -153942.0131 eV



# 5
ORCA calculation (the ωB97M-V functional and the def2-TZVPD basis) on C2H3FNOP as an isolated structure in a non-equilibrium geometry.

The geometry in ORCA input format:
```
! wB97M-V def2-TZVPD RIJCOSX def2/J DEFGRID3
* xyz 0 3
C -0.468 0.955 -0.203
C -0.744 -0.579 -0.026
N 0.734 1.324 -0.290
O 0.493 -1.236 -0.275
F 2.366 -0.120 1.093
P 1.756 -0.017 -0.439
H -1.411 1.462 -0.077
H -1.126 -0.809 1.019
H -1.600 -0.980 -0.802
*
```

Calculated values
energy above the lowest of the compared OMol25 structures with the same formula, charge and spin: 1.173 eV
expectation value of S²: 2.008
HOMO level (alpha / beta): -6.25 / -10.46 eV
orbital gap (alpha / beta): 7.2 / 6.6 eV
electronic energy: -17662.5376 eV



# 6
ORCA calculation (the ωB97M-V functional and the def2-TZVPD basis) on C9H11O3 as an isolated structure in a non-equilibrium geometry.

The geometry in ORCA input format:
```
! wB97M-V def2-TZVPD RIJCOSX def2/J DEFGRID3
* xyz -1 1
C 0.785 -2.625 2.820
C 0.566 0.797 0.259
C -0.538 0.476 1.058
C 1.803 0.107 0.447
C -0.512 -0.716 1.813
C 1.868 -0.994 1.275
C 0.723 -1.300 2.020
O 0.472 1.801 -0.601
H 0.266 1.400 -1.708
H -1.415 1.109 1.020
H 2.624 0.586 -0.074
H -1.344 -1.337 2.123
H 2.804 -1.534 1.340
H 1.718 -2.788 3.364
H 0.889 -3.383 2.028
H -0.109 -2.822 3.405
C -2.031 1.804 -2.535
C -0.857 1.365 -3.472
O 0.252 1.120 -2.864
O -1.065 1.237 -4.667
H -1.920 2.874 -2.368
H -2.022 1.227 -1.614
H -2.959 1.595 -3.068
*
```

Calculated values
energy above the lowest of the compared OMol25 structures with the same formula, charge and spin: 0.819 eV
HOMO level: -4.21 eV
orbital gap: 7.6 eV
electronic energy: -15655.4812 eV



Q: Which formula does entry 4 have?
A: C35H49AsN3O6S2Si2W



Q: What is the formula in the sixth record?
A: C9H11O3



Q: What is the formula in the second record?
A: C3H5FO2



Q: Look up the electronic energy of the fifth one.
A: -17662.5376 eV